A) 14
Properties=species:S:1:pos:R:3 method="wB97M-V/def2-TZVPD" e_lumo_ev="-0.52 / -0.52"
C 1.39563 -1.78878 -0.23410
C 0.88552 0.05438 0.91310
C -0.01286 -1.63070 -0.38307
C -0.74190 -1.83672 -1.49372
C -0.42743 -0.54405 0.71140
C 1.05967 1.50716 0.36123
Cl 2.23927 -3.11054 0.30929
H -1.71507 -1.32558 -1.63231
H -0.29435 -2.32362 -2.37917
H -0.66456 -1.22988 1.57845
H -1.13578 0.28309 0.38318
H 1.77292 1.43542 -0.39278
H 1.28708 2.28550 1.20771
H -0.00115 1.96706 -0.06684

---

B) 14
Properties=species:S:1:pos:R:3 method="wB97M-V/def2-TZVPD" e_lumo_ev=0.00 smiles="C=CC(=C)C(=C)Cl"
C 0.21409 -2.24539 1.36712
C 0.63366 -1.00261 0.88058
C 0.01152 -0.06733 -0.01598
C -1.18253 -0.42893 -0.60815
C 0.55773 1.31823 -0.54377
C -0.19856 2.31561 -0.96957
Cl 2.39322 1.49739 -0.43492
H 0.59795 -2.71987 2.18922
H -0.49013 -2.84381 0.87617
H 1.45052 -0.39442 1.36645
H -1.50120 0.41785 -1.15157
H -1.74354 -1.31568 -0.53338
H 0.49920 3.03294 -1.30513
H -1.24192 2.43601 -1.11707

---

C) 14
Properties=species:S:1:pos:R:3 method="wB97M-V/def2-TZVPD" e_lumo_ev="-0.38 / -0.89"
C 0.43011 0.68925 0.02230
C 0.17562 0.86190 1.32639
C 0.15305 -0.54726 -0.52086
C -1.22441 -1.26478 1.28964
C -0.66060 -0.15089 2.05064
C 0.16383 -0.83137 -1.92411
Cl -0.77922 -2.82424 1.78319
H 0.93700 1.53988 -0.38179
H 0.44230 1.79271 1.75114
H -0.22105 -0.65565 3.01196
H -1.70464 0.44671 2.39243
H -0.56944 -1.58981 -2.21814
H 1.16139 -1.20220 -2.21964
H -0.22123 -0.07017 -2.53059

---

Name the most stable of them. B).

---

A) 89
Properties=species:S:1:pos:R:3 method="wB97M-V/def2-TZVPD" e_lumo_ev=0.03 smiles="NC(N)=O.CCO.CCO.CCO.CCO.CCO.CO.CO.CO.CO.CO.CO"
N -2.16275 4.44495 0.10143
C -1.43805 4.69844 1.13723
N -1.00126 3.57254 1.72209
O -1.11083 6.03182 1.52044
H -2.37184 5.19225 -0.56086
H -2.15836 3.51072 -0.27249
H -0.39610 3.78149 2.54183
H -0.73844 2.75171 1.22358
C -1.68156 -2.65109 -1.41801
C -1.57136 -3.61227 -2.56211
O -2.81805 -3.88902 -3.14246
H -2.51752 -2.94237 -0.75465
H -1.68243 -1.60737 -1.70107
H -0.86477 -2.85126 -0.77782
H -1.06367 -4.49191 -2.20234
H -1.03738 -3.15003 -3.38547
H -2.65570 -4.27145 -4.02091
C 1.79796 -2.39017 2.12445
C 2.89240 -1.64594 1.38952
O 3.99564 -2.44687 1.03646
H 0.97427 -1.64027 2.18352
H 2.13914 -2.55588 3.19026
H 1.37141 -3.16527 1.56706
H 3.21845 -0.80801 1.98180
H 2.51528 -1.17472 0.55793
H 4.67435 -1.99674 0.51089
C 0.39969 -0.48956 5.13186
C 0.23262 0.57438 4.09646
O -0.86668 0.41266 3.25886
H -0.36858 -0.56011 5.80741
H 1.34126 -0.34668 5.68309
H 0.53327 -1.43582 4.58112
H 1.13620 0.79993 3.54886
H 0.01547 1.46310 4.67447
H -1.33932 1.25499 3.22519
C 2.27999 2.69025 1.08068
C 3.62233 2.04163 0.88602
O 3.64707 1.26843 -0.31581
H 2.07464 3.11805 0.14381
H 2.37094 3.59550 1.71166
H 1.52275 1.94036 1.33772
H 4.04867 1.40674 1.71279
H 4.36533 2.80928 0.66846
H 4.38752 0.68747 -0.26323
C -4.28755 -0.66723 0.31097
C -3.67868 0.41685 1.16204
O -3.26402 1.51785 0.37031
H -5.29821 -0.37855 -0.00276
H -4.17890 -1.60671 0.80838
H -3.69051 -0.74724 -0.59096
H -2.86596 0.01659 1.76517
H -4.36711 0.79257 1.92073
H -2.37920 1.26165 0.00733
C 0.25071 4.06143 -2.47721
O 0.52602 2.75712 -2.27614
H 1.04773 4.55321 -3.01866
H 0.11501 4.61578 -1.51512
H -0.69015 4.16750 -2.94112
H 0.83899 2.28763 -3.08914
C 1.97970 -2.81808 -1.70593
O 1.73217 -3.95108 -2.54925
H 1.24706 -2.76135 -0.81977
H 1.89398 -1.99517 -2.39557
H 3.03475 -2.95009 -1.39161
H 2.52608 -4.39195 -2.81202
C -1.45664 0.31566 -3.46293
O -2.82080 0.09493 -3.10070
H -1.38090 0.88295 -4.37913
H -0.97934 -0.66825 -3.61669
H -0.96687 0.82792 -2.65426
H -3.09103 0.99301 -2.82012
C 0.02713 0.22798 -0.01152
O -0.56861 1.45982 -0.25369
H 1.05170 0.30273 0.38239
H 0.20705 -0.24031 -1.00328
H -0.58185 -0.41210 0.66177
H -0.05597 1.95854 -0.92384
C 2.39022 0.60094 -3.34109
O 1.40807 0.74544 -4.36645
H 2.97910 1.52002 -3.18625
H 3.04118 -0.24502 -3.60997
H 1.87449 0.38466 -2.43300
H 1.29804 -0.10204 -4.77663
C -1.58757 -3.15987 2.61454
O -0.93360 -4.00132 1.72593
H -2.27666 -3.69357 3.25726
H -2.11064 -2.35522 2.07268
H -0.88436 -2.68887 3.31025
H -0.78601 -4.85265 2.19536

---

B) 89
Properties=species:S:1:pos:R:3 method="wB97M-V/def2-TZVPD" e_lumo_ev=0.13 smiles="NC(N)=O.CCO.CCO.CCO.CCO.CCO.CO.CO.CO.CO.CO.CO"
N -25.06787 15.77848 1.98521
C -24.58306 15.39105 0.82997
N -23.35527 15.92484 0.63510
O -25.41361 14.85003 -0.16445
H -26.08369 15.79029 2.04562
H -24.61852 16.24739 2.78358
H -22.76219 15.48107 -0.19276
H -22.90616 16.44710 1.35599
C -24.38075 15.94389 -4.95592
C -24.92897 15.46446 -3.62855
O -23.79349 15.15096 -2.76225
H -23.80621 15.05753 -5.43957
H -23.58372 16.68852 -4.86022
H -25.09184 16.33867 -5.58118
H -25.59206 14.62673 -3.71799
H -25.58791 16.24266 -3.21526
H -23.52597 15.90679 -2.26654
C -23.44839 9.43503 -5.23058
C -23.39004 8.23782 -4.25256
O -23.10402 7.07574 -5.03904
H -24.29086 9.22748 -5.86886
H -22.50735 9.49102 -5.76609
H -23.65280 10.35174 -4.64844
H -24.37532 8.02437 -3.87156
H -22.76066 8.36935 -3.39496
H -23.14171 6.34108 -4.41006
C -20.75276 16.82989 -1.27299
C -20.83731 15.39602 -1.93643
O -21.59765 14.70607 -1.02480
H -20.08559 17.49846 -1.79092
H -20.27078 16.62569 -0.33145
H -21.65777 17.29670 -0.85123
H -19.80727 15.01191 -2.00035
H -21.34335 15.50526 -2.88801
H -21.26774 13.86795 -1.03052
C -20.82960 12.84448 -5.83923
C -21.30909 13.53762 -4.56905
O -22.64172 13.15231 -4.39845
H -19.80361 12.98610 -6.11907
H -21.47360 12.97214 -6.73304
H -20.92346 11.71303 -5.61034
H -21.22484 14.60069 -4.63552
H -20.76801 13.26199 -3.69838
H -23.08903 13.77492 -3.77686
C -22.99124 8.32579 1.56544
C -23.75433 8.71238 0.31860
O -22.81001 9.26763 -0.47197
H -22.31953 7.44875 1.44637
H -23.65798 8.09507 2.42345
H -22.40932 9.23626 1.91578
H -24.49143 9.51431 0.54131
H -24.21323 7.84470 -0.01131
H -23.28273 9.62675 -1.22199
C -26.20815 9.39120 -1.89105
O -25.94348 10.33688 -2.93867
H -25.39433 8.66172 -1.75728
H -27.09548 8.74024 -2.11348
H -26.49851 9.89860 -0.93627
H -25.15629 10.85677 -2.65576
C -23.67040 12.12163 -1.29194
O -23.55890 11.32898 -2.48765
H -22.77780 12.09506 -0.62537
H -24.52652 11.86724 -0.70076
H -23.74636 13.20542 -1.39860
H -23.14045 11.86839 -3.13075
C -22.68426 12.78551 1.97958
O -22.35765 12.23517 3.22835
H -23.03277 13.80525 2.19806
H -23.34144 12.22228 1.36052
H -21.70246 12.83172 1.49845
H -21.78019 11.43554 3.07647
C -26.82378 12.14985 0.70781
O -27.51174 11.37382 1.72925
H -26.82803 13.23039 1.05358
H -27.04148 11.96373 -0.31820
H -25.83757 11.73137 0.93493
H -28.46281 11.41892 1.64137
C -20.08250 11.33328 -0.01254
O -20.23252 12.19539 -1.10850
H -21.06345 11.05342 0.43280
H -19.49804 11.93849 0.76453
H -19.41256 10.52436 -0.20675
H -19.36259 12.26237 -1.44781
C -20.64673 10.14092 -3.46140
O -20.38656 9.13332 -4.43314
H -20.78380 9.55555 -2.57825
H -21.56681 10.66439 -3.75421
H -19.92008 10.90842 -3.28294
H -19.59382 8.65592 -4.17266

---

Name the most stable of them. A).

---

A) 132
Properties=species:S:1:pos:R:3 method="wB97M-V/def2-TZVPD" e_lumo_ev=0.36 smiles=COC[C@H](C)N.COC[C@H](C)N.COC[C@H](C)N.COC[C@H](C)N.COC[C@H](C)N.COC[C@H](C)N.OCCO.OCCO.OCCO
C 16.39168 14.09190 9.19975
O 16.18185 14.96644 8.16974
C 17.36687 15.61018 7.90058
C 17.73105 16.64491 8.88815
C 16.57802 17.55749 9.28257
N 18.85827 17.39175 8.32456
H 16.41021 14.65547 10.16168
H 17.35265 13.55293 9.08947
H 15.52592 13.41936 9.25668
H 18.12581 14.84404 7.85340
H 17.39186 16.06945 6.88171
H 18.11128 16.10344 9.75763
H 16.23620 18.01003 8.34378
H 16.92379 18.41009 9.87914
H 15.71826 17.10220 9.77238
H 18.63734 18.12059 7.65131
H 19.50168 17.78870 9.01465
C 19.53665 8.70087 17.48464
O 19.36463 10.03040 16.98687
C 18.39935 10.68179 17.79154
C 16.93916 10.40623 17.55774
C 16.55745 11.09462 16.27517
N 16.21430 11.12614 18.65610
H 18.73835 8.06489 17.14416
H 19.59716 8.74773 18.56849
H 20.45756 8.32828 17.04968
H 18.66269 10.53899 18.84537
H 18.49863 11.75485 17.64276
H 16.73791 9.32636 17.58486
H 16.62457 12.13883 16.52541
H 15.50468 10.91708 16.07709
H 17.15637 10.94314 15.38201
H 16.02006 10.52353 19.46348
H 15.34380 11.55230 18.31317
C 12.86427 9.31277 17.56605
O 11.73827 9.80298 16.89634
C 12.14237 10.72348 15.87237
C 11.02554 11.64970 15.49152
C 9.78902 10.81917 15.00998
N 11.47348 12.53678 14.37625
H 13.65747 9.03480 16.86701
H 12.60677 8.46015 18.20587
H 13.32899 10.09358 18.17180
H 12.99407 11.30000 16.26554
H 12.49244 10.16586 15.00088
H 10.78828 12.23722 16.39910
H 10.19311 10.05859 14.33190
H 9.21534 11.44776 14.29513
H 9.12027 10.45564 15.79790
H 12.22038 13.17336 14.65871
H 10.69054 13.08494 13.99486
C 9.09948 15.50820 19.91952
O 10.42768 14.96055 19.98911
C 10.89596 14.86505 18.61143
C 12.34586 14.49072 18.55981
C 12.48800 13.07644 19.09484
N 13.16844 15.61355 19.06130
H 8.70301 15.60380 20.91567
H 8.51263 14.83060 19.28186
H 9.12044 16.48017 19.42337
H 10.23862 14.23878 17.98899
H 10.86034 15.89302 18.23588
H 12.52502 14.39516 17.46845
H 13.54649 12.75753 19.08816
H 11.88183 12.38440 18.49699
H 12.09331 13.08084 20.10452
H 12.85837 15.81975 20.02483
H 14.10482 15.25347 19.29436
C 17.70236 16.54366 13.25925
O 18.21920 16.38018 14.56639
C 17.48601 15.47605 15.30733
C 18.15984 15.16416 16.58811
C 19.35088 14.32614 16.29703
N 17.15947 14.51955 17.47966
H 18.37545 17.20737 12.74318
H 16.69794 17.00316 13.30265
H 17.68095 15.60729 12.69614
H 16.45725 15.82326 15.60047
H 17.26888 14.52804 14.77174
H 18.56611 16.10757 16.97422
H 19.88422 14.13298 17.21977
H 20.00848 14.75759 15.52461
H 19.00578 13.35047 15.95491
H 16.28890 15.06353 17.48561
H 17.44869 14.49912 18.44758
C 11.04051 15.96756 13.65217
O 9.88837 15.17921 13.79125
C 9.16713 15.52536 14.93818
C 8.23209 14.42807 15.33831
C 7.34294 13.96608 14.22824
N 7.42896 14.93998 16.47879
H 11.73245 15.71348 14.47052
H 10.89630 17.06045 13.64627
H 11.52350 15.64416 12.74146
H 9.81420 15.72742 15.79202
H 8.58338 16.45439 14.75242
H 8.95644 13.64323 15.64796
H 6.77700 14.82531 13.84467
H 6.54048 13.31183 14.54176
H 7.82473 13.45432 13.38894
H 6.56838 15.34605 16.10612
H 7.04799 14.16221 16.99209
O 14.30169 8.92047 14.17851
C 14.51845 7.56898 13.76945
C 15.85083 7.03733 14.29992
O 16.90159 7.73393 13.59162
H 15.16315 9.35082 14.07169
H 13.70737 6.92738 14.10041
H 14.53962 7.52028 12.66140
H 15.91142 5.96326 14.20373
H 16.06669 7.28813 15.33652
H 17.64590 7.12862 13.59503
O 16.53984 10.00428 11.94092
C 16.39421 9.92344 10.56108
C 17.66974 9.83795 9.83030
O 18.36726 8.67477 10.34606
H 16.73103 9.09557 12.26122
H 15.75330 9.06383 10.34012
H 15.92233 10.81777 10.13433
H 18.30727 10.68316 10.08008
H 17.56925 9.80142 8.73661
H 19.27497 8.68194 10.02765
O 16.18889 12.23567 13.34630
C 14.92796 12.64882 12.82248
C 14.67723 13.93737 13.52818
O 14.52186 13.73808 14.97530
H 16.46884 11.43486 12.85786
H 14.92049 12.81941 11.73674
H 14.09252 11.97193 13.05472
H 13.78535 14.52370 13.18295
H 15.52654 14.62038 13.40779
H 15.37042 13.31534 15.25423

---

B) 132
Properties=species:S:1:pos:R:3 method="wB97M-V/def2-TZVPD" e_lumo_ev=0.32 smiles=COC[C@H](C)N.COC[C@H](C)N.COC[C@H](C)N.COC[C@H](C)N.COC[C@H](C)N.COC[C@H](C)N.OCCO.OCCO.OCCO
C -6.77777 3.80084 -0.06431
O -5.92881 4.21143 -1.12815
C -5.84428 5.63367 -1.29707
C -7.20323 6.36225 -1.68850
C -7.91168 5.73970 -2.81053
N -6.92135 7.77644 -2.08849
H -6.44188 4.12675 0.92010
H -6.79600 2.71263 -0.00462
H -7.79575 4.17864 -0.15958
H -5.45097 6.15639 -0.42520
H -5.05112 5.75841 -2.03425
H -7.90259 6.33354 -0.85293
H -7.32069 5.79084 -3.72498
H -8.91553 6.15021 -2.91946
H -8.06516 4.67454 -2.63740
H -7.83853 8.19920 -2.07577
H -6.45489 8.36126 -1.40988
C 1.51007 1.91768 -6.10654
O 2.73112 1.49569 -5.57152
C 3.76691 1.36529 -6.60666
C 4.81038 0.27049 -6.15549
C 5.69760 0.79606 -4.99022
N 5.74086 0.07669 -7.25389
H 0.80682 2.21893 -5.33015
H 0.94385 1.22594 -6.73023
H 1.61926 2.84228 -6.67338
H 3.46132 0.94999 -7.56700
H 4.06309 2.39642 -6.79939
H 4.30365 -0.65550 -5.88372
H 5.17518 1.02114 -4.06042
H 6.29532 1.66611 -5.26194
H 6.45586 0.04963 -4.75361
H 5.35143 -0.45647 -8.01821
H 6.04591 0.95031 -7.65866
C 0.18181 1.02722 5.44948
O 1.51258 1.38549 5.78742
C 2.44399 0.44905 5.39604
C 3.81438 0.92657 5.76246
C 4.94694 0.12419 5.30396
N 3.97780 1.27795 7.17032
H -0.50254 1.81282 5.76981
H -0.09460 0.03712 5.81198
H 0.05436 0.94711 4.36992
H 2.21100 -0.55454 5.75188
H 2.47094 0.39090 4.30793
H 3.89415 1.90802 5.29502
H 5.76236 0.84737 5.28995
H 4.72831 -0.32425 4.33483
H 5.16763 -0.72300 5.95331
H 3.12764 1.74193 7.45678
H 3.88165 0.43537 7.71887
C -8.88736 8.72327 6.52137
O -8.07358 8.59760 5.31718
C -7.16470 7.45895 5.35520
C -6.12022 7.52055 4.17355
C -4.83759 6.62398 4.30241
N -5.62749 8.87138 3.96593
H -9.68594 9.45718 6.41295
H -8.37242 9.11250 7.39968
H -9.19558 7.73289 6.85639
H -6.65138 7.47765 6.31658
H -7.71443 6.52217 5.44644
H -6.64379 7.21385 3.26805
H -5.17709 5.59161 4.38638
H -4.27109 6.87404 5.19943
H -4.32383 6.57636 3.34227
H -6.35381 9.57076 4.02441
H -5.05818 9.16502 4.74680
C -0.41475 1.56089 -0.61395
O 0.21267 0.37051 -0.27354
C 1.09479 -0.23750 -1.32195
C 1.57995 -1.63506 -0.90837
C 2.36326 -2.44753 -1.93371
N 0.56768 -2.46665 -0.37626
H -1.07116 1.40631 -1.47031
H 0.32900 2.14456 -1.15641
H -0.85971 2.03898 0.25871
H 0.54117 -0.30795 -2.25824
H 1.99560 0.35445 -1.48384
H 2.22673 -1.41437 -0.05920
H 2.92526 -3.21324 -1.39897
H 3.15320 -1.86912 -2.41281
H 1.74398 -2.86394 -2.72819
H -0.15606 -2.62006 -1.06385
H 0.10775 -1.80756 0.23544
C -3.75320 -2.20216 -2.05032
O -3.42300 -3.61405 -2.08951
C -3.65224 -4.17229 -3.39306
C -3.28364 -5.66588 -3.35314
C -1.75892 -5.90464 -3.13123
N -3.57251 -6.33361 -4.61329
H -3.26765 -1.56790 -2.79197
H -3.35263 -1.85449 -1.09807
H -4.83167 -2.04638 -2.07724
H -4.72140 -4.11160 -3.59636
H -3.09290 -3.59002 -4.12532
H -3.78670 -6.11720 -2.49796
H -1.43106 -5.53146 -2.16101
H -1.24567 -5.23865 -3.82487
H -1.43668 -6.93666 -3.26982
H -4.56270 -6.20758 -4.76737
H -3.46524 -7.32147 -4.43241
O 0.89911 -3.88313 3.97271
C 1.61725 -5.08305 4.20887
C 2.79816 -5.42710 3.36161
O 2.32042 -5.80677 2.04888
H 0.69691 -3.83854 3.03531
H 1.97775 -5.04266 5.23674
H 0.93281 -5.90557 4.41646
H 3.24703 -6.28036 3.87010
H 3.43367 -4.54542 3.27884
H 2.01721 -5.00821 1.61075
O 5.78738 -11.17688 -2.25721
C 4.58514 -10.55489 -2.48529
C 4.42677 -9.15802 -1.79835
O 4.05964 -9.49173 -0.45450
H 5.74600 -11.29678 -1.30563
H 4.51198 -10.37944 -3.55859
H 3.78350 -11.18570 -2.10117
H 3.50208 -8.62261 -2.01376
H 5.29675 -8.50283 -1.84273
H 3.79895 -8.70927 0.03684
O 7.85490 -3.08354 0.07647
C 8.00819 -1.70580 0.35547
C 9.32652 -1.32707 -0.33125
O 10.37717 -1.42439 0.62349
H 8.63541 -3.49712 0.45243
H 7.18791 -1.11756 -0.05588
H 7.97428 -1.55983 1.43512
H 9.26645 -0.27813 -0.62143
H 9.48136 -1.91483 -1.23603
H 11.16887 -1.66635 0.13741

---

Name the most stable of them. A).